[1]
Density functional theory data (the ωB97M-V functional and the def2-TZVPD basis) for C11H20FNO11P2SSiTa as an isolated structure.

Each line ends with the Löwdin charge.
Atoms and positions in Å:
Ta (0.668, 0.126, -0.582)  1.90
C (1.281, 0.523, 2.429)  -0.17
Si (-0.069, 1.759, 2.044)  0.44
C (-1.531, 1.500, 3.144)  -0.15
C (0.603, 3.480, 2.033)  -0.14
N (-0.542, 1.304, 0.365)  -0.21
C (-1.620, 1.854, -0.360)  -0.26
C (-2.341, 3.005, -0.060)  0.00
C (-3.372, 3.414, -0.895)  -0.05
C (-3.708, 2.700, -2.036)  -0.05
C (-3.006, 1.545, -2.368)  0.02
C (-2.007, 1.191, -1.511)  -0.18
F (-1.245, 0.026, -1.765)  -0.05
H (1.545, 0.698, 3.477)  0.07
H (2.207, 0.675, 1.871)  0.03
H (0.968, -0.522, 2.375)  0.02
H (-1.264, 1.758, 4.172)  0.05
H (-1.866, 0.462, 3.133)  0.04
H (-2.373, 2.132, 2.857)  0.04
H (1.183, 3.655, 2.942)  0.05
H (-0.183, 4.235, 1.996)  0.04
H (1.266, 3.622, 1.178)  0.04
H (-2.087, 3.584, 0.817)  0.10
H (-3.920, 4.314, -0.650)  0.12
H (-4.510, 3.039, -2.676)  0.12
H (-3.226, 0.963, -3.251)  0.13
C (0.864, -4.556, -1.621)  -0.04
C (1.282, -3.672, -0.454)  -0.57
O (2.072, -4.356, 0.518)  -0.04
P (-0.105, -2.986, 0.491)  0.55
O (0.322, -2.958, 1.994)  -0.06
O (-1.311, -3.960, 0.300)  -0.04
O (-0.471, -1.587, 0.034)  -0.37
P (2.299, -2.237, -1.005)  0.44
O (1.303, -1.539, -2.140)  -0.20
O (3.587, -2.716, -1.476)  -0.18
O (2.139, -1.128, 0.070)  -0.39
H (0.378, -5.453, -1.243)  0.10
H (1.754, -4.837, -2.185)  0.10
H (0.180, -4.034, -2.290)  0.10
H (2.944, -4.538, 0.135)  0.12
H (1.074, -3.548, 2.186)  0.12
H (-2.197, -3.648, 0.533)  0.13
H (1.826, -1.147, -2.871)  0.11
O (2.509, 3.004, -2.359)  -0.19
S (2.363, 1.646, -2.008)  0.44
O (2.230, 1.445, -0.466)  -0.42
O (0.881, 1.127, -2.271)  -0.41
O (3.225, 0.635, -2.548)  -0.25

Computed properties:
E_LUMO, eV: -4.3581
Energy above the lowest of the compared OMol25 structures with the same formula, charge and spin, kcal per mole: 13.1
Frontier orbital gap, eV: 7.82
Charge: +1

***

[2]
Density functional theory data (the ωB97M-V functional and the def2-TZVPD basis) for C11H20N2O in the gas phase.

Each line ends with the Löwdin charge.
Atoms and positions in Å:
C (-3.487, 0.171, 1.906)  -0.07
C (-2.114, 0.650, 1.362)  -0.33
C (-2.295, 1.959, 0.556)  -0.07
C (-1.353, -0.433, 0.527)  -0.36
O (-1.957, -1.373, 0.037)  0.05
N (0.050, -0.406, 0.375)  0.01
C (0.959, 0.405, 1.165)  -0.11
C (2.321, -0.108, 0.684)  -0.29
C (2.790, 0.612, -0.612)  -0.13
C (1.816, 0.403, -1.771)  -0.17
N (1.104, -0.893, -1.716)  -0.16
C (0.055, -1.129, -2.708)  -0.08
C (0.738, -1.414, -0.375)  -0.27
C (2.054, -1.558, 0.369)  -0.09
H (-4.102, -0.132, 1.068)  0.07
H (-4.037, 0.919, 2.514)  0.09
H (-3.279, -0.690, 2.530)  0.07
H (-1.495, 0.892, 2.255)  0.13
H (-2.963, 1.789, -0.326)  0.10
H (-2.729, 2.703, 1.220)  0.07
H (-1.283, 2.338, 0.250)  0.08
H (0.846, 1.462, 0.931)  0.12
H (0.906, 0.183, 2.242)  0.13
H (3.060, 0.016, 1.455)  0.13
H (2.865, 1.685, -0.389)  0.12
H (3.733, 0.200, -0.887)  0.10
H (1.062, 1.190, -1.721)  0.10
H (2.355, 0.517, -2.750)  0.13
H (-0.309, -2.152, -2.684)  0.09
H (-0.756, -0.422, -2.519)  0.08
H (0.453, -0.914, -3.693)  0.07
H (0.169, -2.351, -0.468)  0.16
H (2.871, -2.082, -0.167)  0.14
H (1.948, -2.037, 1.339)  0.12

Computed properties:
E_LUMO, eV: 0.8022
Energy above the lowest of the compared OMol25 structures with the same formula, charge and spin, kcal per mole: 0.2
Frontier orbital gap, eV: 8.79
SMILES: CC(C)C(=O)N1C[C@@H]2CCN(C)[C@H]1C2

***

[3]
Density functional theory data (the ωB97M-V functional and the def2-TZVPD basis) for a 2-piece molecular cluster, C11H20N3O overall.

Each line ends with the Löwdin charge.
Atoms and positions in Å:
C (1.388, 2.224, -1.320)  -0.02
C (-2.810, -0.963, 1.797)  0.14
C (3.046, -1.200, 0.325)  -0.11
C (1.858, -1.262, -0.278)  -0.05
C (1.156, 1.366, -0.124)  -0.30
C (-2.334, -1.336, 0.639)  -0.12
C (-0.087, 0.381, -0.110)  -0.18
C (3.958, -2.324, 0.611)  -0.06
C (1.514, 1.813, 1.335)  0.01
C (-3.032, 1.830, -0.736)  -0.07
C (-2.135, -2.311, -1.433)  -0.03
N (1.076, -0.126, -0.336)  0.05
N (-1.357, 0.303, -0.113)  0.02
N (-2.131, 1.350, 0.368)  -0.10
O (-1.850, -2.269, -0.084)  -0.03
H (1.437, 3.282, -0.906)  0.11
H (0.499, 2.070, -2.020)  0.11
H (-3.334, -1.665, 2.474)  0.12
H (-2.858, -0.023, 2.114)  0.02
H (3.362, -0.242, 0.526)  0.08
H (1.157, -2.076, -0.430)  0.13
H (4.655, -2.054, 1.378)  0.08
H (3.328, -3.152, 0.865)  0.08
H (4.517, -2.546, -0.266)  0.08
H (0.604, 2.208, 1.856)  0.10
H (2.315, 2.495, 1.304)  0.07
H (1.731, 0.955, 1.867)  0.05
H (-2.527, 2.120, -1.579)  0.04
H (-3.873, 1.153, -1.048)  0.10
H (-3.535, 2.649, -0.181)  0.10
H (-1.558, -3.102, -1.773)  0.08
H (-1.788, -1.348, -1.865)  0.10
H (-3.237, -2.388, -1.620)  0.13
H (-1.515, 2.231, 0.575)  0.16
H (2.360, 1.957, -1.812)  0.10

Computed properties:
E_LUMO (alpha / beta), eV: -3.1819 / -3.1814
Energy above the lowest of the compared OMol25 structures with the same formula, charge and spin, kcal per mole: 193.3
Frontier orbital gap (alpha / beta), eV: 8.51 / 8.51
Charge: +1

***

[4]
Density functional theory data (the ωB97M-V functional and the def2-TZVPD basis) for C11H20N3P2Zr as an isolated structure.

Each line ends with the Löwdin charge.
Atoms and positions in Å:
C (1.407, 2.611, -1.668)  -0.20
C (1.517, 3.916, -1.193)  -0.32
C (0.444, 4.546, -0.479)  -0.23
C (-0.858, 3.953, -0.421)  -0.30
C (-1.084, 2.616, -0.700)  -0.19
Zr (0.768, 2.288, 0.363)  1.07
P (2.946, 0.619, -0.040)  0.72
H (2.025, 2.173, -2.443)  0.04
H (2.444, 4.500, -1.256)  0.11
H (0.614, 5.524, -0.022)  0.11
H (-2.059, 2.149, -0.815)  0.04
H (-1.667, 4.595, -0.056)  0.11
H (3.290, -0.273, 1.019)  -0.10
H (4.240, 1.179, -0.212)  -0.08
H (3.030, -0.296, -1.131)  -0.07
C (-1.700, -2.782, -0.628)  -0.16
N (-0.233, -2.603, -0.759)  -0.15
C (0.421, -3.015, 0.505)  -0.15
N (-0.117, -2.306, 1.696)  -0.16
C (-1.596, -2.451, 1.752)  -0.16
N (-2.245, -2.003, 0.504)  -0.15
C (-2.114, -0.548, 0.294)  -0.30
P (-0.355, -0.041, 0.173)  0.89
C (0.103, -1.236, -1.165)  -0.30
C (0.277, -0.896, 1.712)  -0.34
H (-1.899, -3.851, -0.446)  0.14
H (-2.185, -2.452, -1.558)  0.13
H (1.499, -2.815, 0.434)  0.13
H (0.236, -4.094, 0.645)  0.14
H (-1.983, -1.851, 2.590)  0.13
H (-1.829, -3.517, 1.900)  0.14
H (-2.633, -0.266, -0.633)  0.10
H (-2.600, -0.021, 1.127)  0.10
H (1.164, -1.167, -1.433)  0.05
H (-0.484, -0.962, -2.055)  0.11
H (-0.155, -0.399, 2.594)  0.10
H (1.370, -0.824, 1.803)  0.04

Computed properties:
E_LUMO, eV: -4.1503
Energy above the lowest of the compared OMol25 structures with the same formula, charge and spin, kcal per mole: 0.0
Frontier orbital gap, eV: 6.93
Charge: +1

***

[5]
Density functional theory data (the ωB97M-V functional and the def2-TZVPD basis) for a 3-piece molecular cluster, C11H20O10S2 overall.

Each line ends with the Löwdin charge.
Atoms and positions in Å:
C (5.495, -1.037, 0.423)  -0.10
C (4.742, -0.737, -0.881)  -0.20
C (3.575, 0.212, -0.653)  -0.23
C (2.670, 0.438, -1.841)  -0.45
O (2.835, 0.170, -3.002)  0.13
O (1.493, 0.974, -1.402)  -0.01
C (1.494, 0.953, 0.055)  -0.10
C (2.528, -0.135, 0.412)  -0.28
C (1.943, -1.548, 0.218)  -0.03
H (6.463, -1.506, 0.224)  0.07
H (5.666, -0.111, 0.989)  0.08
H (4.910, -1.703, 1.071)  0.07
H (4.373, -1.666, -1.329)  0.12
H (5.427, -0.278, -1.604)  0.12
H (3.961, 1.212, -0.394)  0.17
H (0.479, 0.762, 0.412)  0.11
H (1.825, 1.938, 0.413)  0.13
H (2.874, -0.020, 1.444)  0.15
H (2.722, -2.316, 0.189)  0.08
H (1.358, -1.613, -0.708)  0.10
H (1.268, -1.787, 1.047)  0.07
O (-4.269, 3.416, -1.147)  -0.21
S (-3.858, 2.059, -1.098)  0.59
O (-4.493, 1.156, -0.202)  -0.23
O (-2.282, 2.017, -0.893)  -0.19
C (-1.652, 1.248, -1.940)  -0.14
C (-2.572, 1.449, -3.128)  -0.14
O (-3.890, 1.410, -2.550)  -0.18
H (-1.607, 0.202, -1.634)  0.14
H (-0.648, 1.626, -2.103)  0.12
H (-2.495, 0.655, -3.864)  0.14
H (-2.423, 2.420, -3.603)  0.14
O (-1.863, -2.662, 3.320)  -0.21
S (-2.067, -1.512, 2.516)  0.59
O (-0.982, -0.961, 1.777)  -0.24
O (-2.753, -0.390, 3.412)  -0.18
C (-3.977, 0.064, 2.803)  -0.15
C (-4.483, -1.156, 2.058)  -0.15
O (-3.284, -1.740, 1.517)  -0.18
H (-3.757, 0.888, 2.125)  0.11
H (-4.649, 0.390, 3.591)  0.14
H (-5.139, -0.904, 1.233)  0.12
H (-4.959, -1.875, 2.726)  0.14

Computed properties:
E_LUMO, eV: 0.6203
Frontier orbital gap, eV: 10.91
SMILES: CC[C@H]1C(=O)OC[C@H]1C.O=S1(=O)OCCO1.O=S1(=O)OCCO1

***

[6]
Density functional theory data (the ωB97M-V functional and the def2-TZVPD basis) for C11H20OS in the gas phase.

Each line ends with the Löwdin charge.
Atoms and positions in Å:
C (-1.588, -0.303, 3.131)  -0.38
S (0.151, -0.813, 2.787)  0.91
C (1.153, 0.646, 2.339)  -0.79
C (1.720, 1.093, 3.704)  -0.11
C (2.349, 0.176, 1.451)  -0.20
C (1.872, -0.215, 0.086)  -0.18
C (0.988, 0.858, -0.628)  -0.21
C (0.549, 0.395, -2.031)  -0.38
C (-0.349, -0.848, -2.032)  -0.06
C (0.141, 1.569, -2.954)  -0.06
C (-0.152, 1.321, 0.321)  -0.28
O (-1.256, 1.690, -0.125)  0.07
C (0.485, 1.739, 1.668)  -0.14
H (-2.127, -1.171, 3.569)  0.04
H (-1.637, 0.437, 3.973)  0.04
H (-2.195, 0.087, 2.321)  0.03
H (0.952, 1.344, 4.386)  0.06
H (2.319, 1.973, 3.577)  0.08
H (2.282, 0.261, 4.163)  0.09
H (2.797, -0.761, 1.837)  0.13
H (3.036, 1.013, 1.413)  0.12
H (2.707, -0.395, -0.547)  0.11
H (1.246, -1.176, 0.155)  0.12
H (1.642, 1.724, -0.765)  0.15
H (1.401, 0.000, -2.530)  0.11
H (-0.896, -0.874, -2.970)  0.07
H (0.246, -1.750, -1.882)  0.07
H (-1.071, -0.827, -1.213)  0.08
H (0.997, 2.274, -3.099)  0.10
H (-0.365, 1.232, -3.836)  0.06
H (-0.779, 2.023, -2.659)  0.06
H (1.117, 2.588, 1.414)  0.14
H (-0.271, 2.153, 2.439)  0.16

Computed properties:
E_LUMO, eV: 0.6160
Energy above the lowest of the compared OMol25 structures with the same formula, charge and spin, kcal per mole: 0.0
Frontier orbital gap, eV: 9.24
SMILES: CS[C@@]1(C)CC[C@@H](C(C)C)C(=O)C1